1.
Below is a structure of composition C4H14O5Rb in a non-equilibrium geometry, with properties calculated with ωB97M-V/def2-TZVPD.

Values from the calculation:
**Frontier orbital gap**: 0.3145 Ha
**Total charge**: +1
**Energy**: -15260.9051 eV

```
24
Properties=species:S:1:pos:R:3:nbo_charge:R:1
Rb -1.6014 -1.2388 3.4165 1.00
O 2.1309 -2.1457 0.9830 -0.96
H 2.8869 -2.7316 1.0215 0.48
H 2.4996 -1.2932 0.7514 0.48
C 3.4266 2.9464 2.1074 -0.09
C 2.5367 2.7011 3.3657 -0.09
O 1.1731 2.7390 2.9984 -0.74
O 3.6706 1.8317 1.3166 -0.71
H 4.4118 3.1318 2.5354 0.16
H 3.0549 3.8617 1.6468 0.16
H 2.7509 3.4988 4.0770 0.17
H 2.6950 1.8669 4.0491 0.19
H 0.9301 3.5993 2.6485 0.47
H 4.3800 2.1343 0.7450 0.47
C -3.6444 -2.5776 -2.4263 -0.09
C -3.1045 -2.2655 -3.8040 -0.11
O -3.6634 -1.0646 -4.3679 -0.72
O -3.3014 -1.5672 -1.5164 -0.73
H -3.2312 -3.5127 -2.0483 0.18
H -4.7290 -2.6749 -2.4731 0.16
H -3.4154 -3.0015 -4.5455 0.18
H -2.0259 -2.1183 -3.8602 0.19
H -4.5793 -1.3104 -4.5176 0.46
H -3.2512 -0.8090 -2.1031 0.48
```

2.
Below is the molecule C6H6OS2 in a non-equilibrium geometry, with properties calculated with ωB97M-V/def2-TZVPD.

Values from the calculation:
**Frontier orbital gap**: 0.3605 Ha
**Energy**: -30032.9757 eV

```
15
Properties=species:S:1:pos:R:3:nbo_charge:R:1
C -1.0584 -3.0128 -0.4228 -0.21
C -0.8765 -1.8272 -0.5683 -0.02
C -1.0322 0.6131 -0.8380 -0.37
C -0.3114 -0.4569 -0.5389 -0.08
C 1.0987 -0.4997 -0.0594 -0.46
C 1.6786 0.9021 0.0084 -0.50
O 1.8654 3.1475 -1.6350 -0.91
S 3.4745 1.3133 0.2166 -0.01
S 2.3382 1.7763 -1.4856 1.16
H -1.6074 -3.8444 -0.4575 0.22
H -2.0636 0.4321 -1.2584 0.22
H 0.9635 -0.9989 0.8814 0.25
H 1.7993 -1.0906 -0.8646 0.24
H -0.5507 1.5753 -0.9326 0.21
H 1.0577 1.5427 0.5994 0.24
```

3.
Below is the molecule C3H7NO2, with properties calculated with ωB97M-V/def2-TZVPD.

Values from the calculation:
**SMILES**: CNC(=O)CO
**Frontier orbital gap**: 0.3847 Ha
**Energy**: -8809.6398 eV

```
13
Properties=species:S:1:pos:R:3:nbo_charge:R:1
C -1.0591 -1.6208 -0.5882 -0.42
N -0.4652 -0.3209 -0.3641 -0.62
C 0.5265 -0.1056 0.5460 0.63
O 1.1350 -0.9879 1.1265 -0.62
C 0.7954 1.3853 0.7752 -0.16
O 0.5919 2.1192 -0.4172 -0.71
H -1.0925 -1.8670 -1.6546 0.20
H -0.4466 -2.3580 -0.0677 0.24
H -2.0795 -1.6635 -0.1879 0.19
H -0.8834 0.4987 -0.7798 0.41
H 1.8042 1.5266 1.1816 0.19
H 0.0754 1.7633 1.5086 0.20
H 1.0979 1.6304 -1.0784 0.47
```

4.
Below is a cluster of 7 separate species, C22H54N6O6Si in total in a non-equilibrium geometry, with properties calculated with ωB97M-V/def2-TZVPD.

Values from the calculation:
**SMILES**: CCCC[SiH3].CN(C)C=O.CN(C)C=O.CN(C)C=O.CN(C)C=O.CN(C)C=O.CN(C)C=O
**Frontier orbital gap**: 0.3313 Ha
**Energy**: -52790.3009 eV

```
89
Properties=species:S:1:pos:R:3:mulliken_charge:R:1
C -2.8021 5.3968 -1.0845 -0.90
C -4.4222 5.2002 -0.9271 -0.35
C -4.9162 3.6502 -0.7104 -0.15
C -4.6336 3.0856 0.8383 -0.63
Si -2.9959 2.0866 1.0057 0.51
H -2.6444 6.4327 -1.6564 0.30
H -2.2616 5.5512 -0.0327 0.22
H -2.2638 4.5888 -1.7418 0.24
H -4.9664 5.5842 -1.9164 0.26
H -4.8159 5.9014 -0.0498 0.24
H -6.1064 3.6645 -0.8025 -0.15
H -4.5441 2.9016 -1.5320 0.34
H -5.5170 2.3295 1.0926 0.28
H -4.7358 3.9820 1.6152 0.29
H -3.0098 1.0339 -0.0217 -0.18
H -3.0811 1.3687 2.3000 -0.21
H -1.7784 2.9235 0.9331 -0.12
C -1.1990 1.8375 4.9606 0.01
O -0.3601 2.1508 4.1258 -0.56
N -1.4316 0.5586 5.4196 0.23
C -2.4461 0.2704 6.4119 -0.93
C -0.6375 -0.5321 4.8943 -0.88
H -1.8575 2.5897 5.4253 0.30
H -1.9677 -0.1817 7.2854 0.33
H -3.1694 -0.4300 5.9846 0.32
H -2.9670 1.1815 6.7192 0.30
H 0.4186 -0.3370 5.1043 0.28
H -0.7769 -0.5841 3.8101 0.20
H -0.9343 -1.4807 5.3496 0.40
C -8.9118 3.7084 -1.8365 0.08
O -8.4327 2.7745 -1.2065 -0.58
N -8.7801 3.9086 -3.1941 0.14
C -9.3798 5.0425 -3.8660 -0.92
C -8.0188 2.9559 -3.9744 -0.86
H -9.5094 4.4910 -1.3405 0.30
H -10.0747 4.6757 -4.6267 0.33
H -8.5892 5.6296 -4.3420 0.33
H -9.9226 5.6771 -3.1600 0.30
H -8.4739 1.9660 -3.8707 0.30
H -6.9960 2.9152 -3.5875 0.20
H -8.0024 3.2449 -5.0286 0.38
C 1.8057 -2.9603 2.8357 0.02
O 1.5166 -2.7021 3.9969 -0.60
N 2.3612 -2.0774 1.9345 0.36
C 2.6747 -2.4623 0.5742 -0.78
C 2.6410 -0.7220 2.3598 -0.97
H 1.6343 -3.9624 2.4090 0.35
H 3.7467 -2.3254 0.4062 0.30
H 2.1101 -1.8248 -0.1123 0.38
H 2.4131 -3.5080 0.3903 0.17
H 3.3370 -0.7501 3.2039 0.33
H 1.7088 -0.2521 2.6879 0.23
H 3.0775 -0.1425 1.5420 0.35
C 5.8309 -3.1894 1.4330 0.35
O 5.4792 -3.0866 0.2649 -0.78
N 7.0433 -3.6854 1.8625 0.16
C 7.3838 -3.7741 3.2672 -0.96
C 8.0078 -4.1323 0.8796 -0.82
H 5.1734 -2.8785 2.2616 0.03
H 8.2795 -3.1743 3.4522 0.35
H 7.5831 -4.8201 3.5170 0.34
H 6.5681 -3.4042 3.8946 0.31
H 8.2553 -3.2965 0.2179 0.18
H 7.5625 -4.9339 0.2824 0.29
H 8.9158 -4.4972 1.3670 0.39
C 1.0994 -3.6552 -2.7525 0.09
O 1.6486 -3.3467 -1.7028 -0.56
N -0.2524 -3.5609 -3.0056 0.15
C -0.8253 -3.9476 -4.2780 -0.91
C -1.1285 -3.0594 -1.9677 -0.93
H 1.6728 -4.0481 -3.6083 0.27
H -1.3242 -3.0800 -4.7193 0.33
H -1.5546 -4.7451 -4.1094 0.33
H -0.0538 -4.3060 -4.9651 0.29
H -0.8141 -2.0475 -1.6944 0.30
H -1.0434 -3.7041 -1.0876 0.27
H -2.1659 -3.0421 -2.3124 0.36
C 7.8039 -0.5747 -1.9067 0.19
O 8.8146 -0.0028 -2.2940 -0.62
N 6.5827 -0.5615 -2.5462 0.19
C 5.4320 -1.2663 -2.0210 -0.45
C 6.4445 0.1797 -3.7822 -0.99
H 7.7984 -1.1674 -0.9771 0.16
H 5.1002 -2.0015 -2.7597 0.32
H 4.6311 -0.5452 -1.8340 0.37
H 5.6770 -1.7807 -1.0876 -0.13
H 7.1515 -0.2179 -4.5169 0.29
H 6.6847 1.2309 -3.5958 0.30
H 5.4257 0.0980 -4.1702 0.38
```

5.
Below is a structure of composition C37H49BrN5O3PSV, with properties calculated with ωB97M-V/def2-TZVPD.

Values from the calculation:
**Frontier orbital gap (spin up / spin down)**: 0.1705 / 0.2501 Ha
**Expectation value of S²**: 0.77
**Energy**: -168614.2825 eV
**Multiplicity**: 2

```
98
Properties=species:S:1:pos:R:3:lowdin_spin:R:1
V -0.0771 -0.2727 -0.3952 0.02
O 0.0295 -0.4585 1.8588 0.00
C 1.2078 -0.7946 2.6018 0.00
C 1.8811 0.4495 3.1526 0.00
C 2.0718 1.5220 2.0754 0.00
C 2.8734 1.0258 0.9054 0.00
C 4.2517 1.1798 0.9129 0.00
C 5.0034 0.7020 -0.1478 0.00
C 4.3448 0.0818 -1.1898 0.00
C 2.9671 -0.0388 -1.1249 0.00
N 2.2284 0.4170 -0.1051 0.00
H -0.6353 -0.0769 2.4398 0.00
H 1.8445 -1.3147 1.8897 0.00
H 0.9520 -1.4922 3.4035 0.00
H 2.8441 0.1647 3.5851 0.00
H 1.2814 0.8649 3.9697 0.00
H 2.5710 2.3887 2.5105 0.00
H 1.1029 1.8537 1.7131 0.00
H 4.7205 1.6814 1.7498 0.00
H 6.0803 0.8128 -0.1544 0.00
H 4.8694 -0.3274 -2.0409 0.00
H 2.4369 -0.5351 -1.9194 0.00
N -0.0498 1.6931 -4.0517 0.07
C 0.3412 0.4996 -4.6432 0.00
C 0.5660 0.1608 -5.9635 0.01
C 0.9943 -1.1388 -6.2247 0.03
C 1.2020 -2.0429 -5.1877 0.01
C 0.9722 -1.6970 -3.8600 0.02
C 0.5131 -0.4143 -3.5863 0.00
N 0.1990 0.1985 -2.3790 0.11
C -0.1330 1.4863 -2.6923 0.15
C -0.4978 2.4027 -1.7133 0.12
C -0.9469 3.7323 -1.7474 0.30
S -1.3833 4.2306 -0.1511 0.13
C -0.9298 2.6941 0.4516 -0.03
N -0.4812 1.8579 -0.4264 0.01
H -0.2833 2.5450 -4.5258 0.00
H 0.4235 0.8768 -6.7635 0.00
H 1.1809 -1.4413 -7.2469 0.00
H 1.5578 -3.0404 -5.4145 0.00
H 1.1765 -2.3993 -3.0635 0.00
H -1.0841 4.3852 -2.5910 0.02
H -1.0263 2.4436 1.4987 0.00
C -5.3877 -2.3526 0.9222 0.00
C -4.1178 -1.4949 0.9526 0.00
C -3.1732 -2.0310 2.0421 0.00
C -4.4973 -0.0679 1.3751 0.00
P -3.1771 -1.3843 -0.6736 0.00
N -1.7917 -0.6917 -0.4048 0.00
C -2.9423 -3.1010 -1.3971 0.00
C -4.1887 -3.6926 -2.0686 0.00
C -2.4785 -4.0577 -0.2881 0.00
C -1.7897 -3.0624 -2.4091 0.00
C -4.1043 -0.2847 -1.8911 0.00
C -5.6002 -0.5746 -2.0546 0.00
C -3.4193 -0.4242 -3.2608 0.00
C -3.9170 1.1894 -1.4826 0.00
H -5.8787 -2.2793 1.8972 0.00
H -5.1677 -3.4039 0.7496 0.00
H -6.1042 -2.0261 0.1702 0.00
H -3.5715 -1.7376 3.0177 0.00
H -2.1705 -1.6245 1.9214 0.00
H -3.0951 -3.1138 2.0366 0.00
H -4.8527 -0.0975 2.4083 0.00
H -5.2991 0.3459 0.7692 0.00
H -3.6396 0.6055 1.3244 0.00
H -5.0615 -3.7114 -1.4160 0.00
H -3.9639 -4.7264 -2.3450 0.00
H -4.4567 -3.1679 -2.9839 0.00
H -3.2775 -4.3279 0.3986 0.00
H -1.6367 -3.6448 0.2665 0.00
H -2.1362 -4.9807 -0.7643 0.00
H -2.0039 -2.4918 -3.3074 0.00
H -1.5766 -4.0914 -2.7126 0.00
H -0.8939 -2.6539 -1.9486 0.00
H -5.8048 -1.5992 -2.3627 0.00
H -5.9919 0.0867 -2.8330 0.00
H -6.1649 -0.3656 -1.1476 0.00
H -3.5954 -1.3912 -3.7250 0.00
H -2.3429 -0.2551 -3.1872 0.00
H -3.8388 0.3361 -3.9246 0.00
H -4.6006 1.5011 -0.6976 0.00
H -4.1231 1.8121 -2.3572 0.00
H -2.8947 1.3887 -1.1656 0.00
Br 1.3835 -5.4170 -2.7490 0.00
C 1.0686 -5.5391 -0.8809 0.00
C 0.6791 -6.7788 -0.3900 0.00
C 0.4005 -6.9297 0.9577 0.00
C 0.4912 -5.8363 1.8086 0.00
C 0.8570 -4.6029 1.3003 0.00
C 1.1657 -4.4305 -0.0478 0.00
C 1.5584 -3.0443 -0.5322 0.00
O 2.5632 -2.9067 -1.2170 0.00
O 0.7536 -2.1340 -0.1286 0.00
H 0.5959 -7.6176 -1.0674 0.00
H 0.1063 -7.8991 1.3390 0.00
H 0.2694 -5.9449 2.8628 0.00
H 0.8941 -3.7325 1.9441 0.00
```

6.
Below is a structure of composition CH9N5O in a non-equilibrium geometry, with properties calculated with ωB97M-V/def2-TZVPD.

Values from the calculation:
**Frontier orbital gap**: 0.3264 Ha
**Energy**: -10676.8164 eV

```
16
Properties=species:S:1:pos:R:3:nbo_charge:R:1
N -0.7345 0.2862 1.0793 -0.64
C -0.5463 -1.0375 0.0735 0.79
N -1.0064 1.5376 0.4710 -0.68
N -0.8705 -0.7038 -1.2429 -0.90
O -0.8377 -2.1012 0.6001 -0.70
H -1.0419 0.0810 2.0255 0.38
H -0.2686 2.2020 0.7015 0.35
H -1.9248 1.8846 0.7312 0.36
H -1.0655 0.2792 -1.3898 0.40
H -1.6027 -1.3013 -1.5977 0.39
N 1.3471 -0.6903 0.2364 -0.64
N 1.9995 0.3454 -0.5116 -0.71
H 1.6082 1.1698 -0.9534 0.37
H 1.6212 -1.6118 -0.1001 0.42
H 0.8317 -0.1995 1.1449 0.46
H 2.4914 -0.1404 -1.2679 0.35
```